Computed, not measured: an isolated molecule of C29H26BCl3O3Si at a distorted geometry, with ωB97M-V/def2-TZVPD.

Total charge: 0
Strongest force on any atom: 2.73 eV Å⁻¹
Multiplicity: 1
Total energy: -3041.53170 Eh
LUMO energy: -0.0146 Ha

Positions of all 63 atoms, in Å:
Cl  2.72144  -3.29902  -3.29613
B  1.30213  -2.06232  -3.26362
Cl  1.98824  -0.39124  -2.61396
Cl  0.58288  -1.78675  -4.96553
O  0.34292  -2.57664  -2.37093
C  -0.81299  -1.93637  -1.93051
C  -1.96898  -2.37840  -2.81707
C  -2.92868  -1.44672  -3.21153
C  -4.03220  -1.86261  -3.94988
C  -4.15779  -3.20123  -4.33213
C  -3.18128  -4.12361  -3.94274
C  -2.05531  -3.71073  -3.23411
H  -0.73063  -0.83249  -2.03316
H  -2.78235  -0.40430  -2.92530
H  -4.79961  -1.14111  -4.22728
H  -5.01252  -3.52071  -4.93408
H  -3.28131  -5.17610  -4.19276
H  -1.23414  -4.39612  -3.01508
C  0.76475  4.68113  -1.86118
C  1.74840  4.46059  -0.89252
C  1.64714  3.36059  -0.03482
C  0.54625  2.49479  -0.11129
Si  0.36807  1.21629  1.20264
C  1.97351  0.59490  1.87313
C  3.12084  0.48698  1.07467
C  4.36943  0.27512  1.66602
C  4.47533  0.14472  3.05621
C  3.31632  0.12624  3.83836
C  2.06667  0.33012  3.24776
C  -0.65909  1.87878  2.60960
C  -0.11270  2.98594  3.27882
C  -0.76595  3.55448  4.37746
C  -1.98638  3.02545  4.80852
C  -2.54648  1.93265  4.13553
C  -1.89189  1.36693  3.03356
O  -0.52394  -0.05329  0.38771
C  -0.15299  -1.29035  0.24964
C  -0.96244  -2.27221  -0.47631
C  -0.28551  -3.56764  0.00876
C  1.14431  -3.17940  0.27522
O  0.98335  -1.72738  0.71256
C  -0.42945  2.71029  -1.09859
C  -0.32180  3.80636  -1.96063
H  0.84310  5.53154  -2.53626
H  2.59208  5.14223  -0.79112
H  2.42894  3.17647  0.70684
H  3.03238  0.55297  -0.01052
H  5.25274  0.21845  1.03214
H  5.45464  0.03469  3.52445
H  3.37371  -0.03895  4.91318
H  1.16163  0.29553  3.85517
H  0.83924  3.40825  2.95117
H  -0.31507  4.40293  4.89335
H  -2.50251  3.46427  5.66333
H  -3.49673  1.51323  4.47063
H  -2.33692  0.52200  2.50548
H  -2.02363  -2.20540  -0.17746
H  -0.74634  -3.83640  0.97122
H  -0.41183  -4.40335  -0.68365
H  1.64164  -3.70721  1.09283
H  1.74996  -3.17538  -0.63524
H  -1.28197  2.02943  -1.18389
H  -1.10063  3.97911  -2.70664

Cartesian forces (eV/Å) of the 2 atoms listed first:
Cl -0.3 0.2 0.0
B 0.4 0.3 -0.5